Run a
C3H12N2O2 | ωB97M-V/def2-TZVPD

Properties
- charge = 0
- frontier orbital gap (eV) = 9.3351
- SMILES = NCNCCO.O
- highest occupied orbital energy (eV) = -8.720

Each atom is followed by the atoms it is bonded to, with distances in Å.
CARTESIAN COORDINATES (ANGSTROEM)
1 N -1.610 -2.245 -0.771  C2 1.464, H7 1.005, H8 1.009
2 C -1.278 -1.717 0.554  N1 1.464, N3 1.430, H9 1.087, H10 1.090
3 N -1.451 -0.307 0.715  C2 1.430, C4 1.429, H11 1.012
4 C -0.494 0.567 0.113  N3 1.429, C5 1.565, H12 1.086, H13 1.101
5 C 0.827 0.710 0.941  C4 1.565, O6 1.400, H14 1.082, H15 1.096
6 O 0.643 0.342 2.279  C5 1.400, H16 0.964
7 H -0.813 -2.534 -1.312  N1 1.005
8 H -2.096 -1.527 -1.286  N1 1.009
9 H -0.258 -1.901 0.880  C2 1.087
10 H -1.931 -2.184 1.292  C2 1.090
11 H -2.395 0.005 0.528  N3 1.012
12 H -0.920 1.557 -0.021  C4 1.086
13 H -0.102 0.226 -0.857  C4 1.101
14 H 1.192 1.723 0.833  C5 1.082
15 H 1.591 0.030 0.545  C5 1.096
16 H 1.448 0.630 2.724  O6 0.964
17 O 2.836 2.347 -2.179  H18 0.962, H19 0.965
18 H 2.402 2.787 -2.916  O17 0.962
19 H 2.411 1.489 -2.062  O17 0.965

Löwdin atomic charge list, values in e, 5 entries: 0.013 -0.313 -0.087 -0.218 -0.272

Run b
C3H12N2O2 | ωB97M-V/def2-TZVPD

Properties
- charge = 0
- frontier orbital gap (eV) = 10.5648
- SMILES = [H]/N=C/NCC.O.O
- highest occupied orbital energy (eV) = -9.569

Each atom is followed by the atoms it is bonded to, with distances in Å.
CARTESIAN COORDINATES (ANGSTROEM)
1 H 0.938 -0.221 -2.979  N2 1.014
2 N 0.733 -0.095 -1.994  H1 1.014, C3 1.267
3 C 1.322 -0.924 -1.239  N2 1.267, N4 1.400, H7 1.092
4 N 1.377 -0.700 0.142  C3 1.400, C5 1.453, H8 1.008
5 C 0.303 -1.328 0.893  N4 1.453, C6 1.532, H9 1.096, H10 1.091
6 C 0.216 -0.811 2.333  C5 1.532, H11 1.091, H12 1.088, H13 1.090
7 H 1.662 -1.912 -1.556  C3 1.092
8 H 1.455 0.296 0.283  N4 1.008
9 H -0.673 -1.055 0.476  C5 1.096
10 H 0.437 -2.409 0.937  C5 1.091
11 H 0.204 0.280 2.342  C6 1.091
12 H -0.703 -1.179 2.784  C6 1.088
13 H 1.053 -1.154 2.942  C6 1.090
14 O -1.102 2.163 -1.469  H15 0.974, H16 0.967
15 H -0.685 1.301 -1.645  O14 0.974
16 H -0.373 2.760 -1.256  O14 0.967
17 O -1.973 0.979 1.151  H18 0.960, H19 0.975
18 H -2.919 0.817 1.181  O17 0.960
19 H -1.683 1.359 0.302  O17 0.975

Löwdin atomic charge list, values in e, 5 entries: 0.059 0.097 -0.292 -0.038 -0.285

Run c
C3H12N2O2 | ωB97M-V/def2-TZVPD

Properties
- charge = 0
- frontier orbital gap (eV) = 8.9968
- SMILES = NCNCCO.O
- highest occupied orbital energy (eV) = -8.281

Each atom is followed by the atoms it is bonded to, with distances in Å.
CARTESIAN COORDINATES (ANGSTROEM)
1 N 1.348 1.087 0.002  C2 1.423, H7 1.089, H8 1.046
2 C 1.622 -0.098 0.741  N1 1.423, N3 1.525, H9 1.082, H10 1.158
3 N 0.907 -1.439 0.619  C2 1.525, C4 1.430, H11 0.984
4 C -0.463 -1.779 0.851  N3 1.430, C5 1.538, H12 1.039, H13 1.115
5 C -1.160 -1.018 -0.290  C4 1.538, O6 1.480, H14 1.127, H15 1.045
6 O -1.466 0.341 0.208  C5 1.480, H16 0.950
7 H 1.990 1.145 -0.876  N1 1.089
8 H 0.369 1.052 -0.364  N1 1.046
9 H 1.654 0.138 1.797  C2 1.082
10 H 2.730 -0.354 0.523  C2 1.158
11 H 1.309 -1.919 -0.139  N3 0.984
12 H -0.851 -1.544 1.785  C4 1.039
13 H -0.641 -2.858 0.634  C4 1.115
14 H -2.087 -1.526 -0.681  C5 1.127
15 H -0.714 -0.981 -1.235  C5 1.045
16 H -2.262 0.457 0.714  O6 0.950
17 O -0.820 2.951 -1.755  H18 0.964, H19 1.000
18 H -1.058 2.497 -0.938  O17 0.964
19 H -0.408 3.848 -1.595  O17 1.000

Löwdin atomic charge list, values in e, 5 entries: -0.020 -0.312 -0.078 -0.196 -0.202

Decreasing stability: run b, run a, run c